No. 1
# ClH2PS

The molecule ClH2PS (the ωB97M-V functional and the def2-TZVPD basis, OMol25).

Each atom is followed by the atoms it is bonded to, with distances in Å.
Atoms and positions in Å:
1 S -0.44789 1.97579 1.47476  P2 2.085
2 P -0.14826 0.02459 0.80480  S1 2.085, Cl3 2.401, H4 1.394, H5 1.546
3 Cl 0.20493 -2.32344 1.15761  P2 2.401
4 H -0.99899 -0.05236 -0.29640  P2 1.394
5 H 1.30738 0.01283 0.28501  P2 1.546

Values from the calculation:
gap between HOMO and LUMO: 7.21 eV
F_max: 3.4 eV Å⁻¹
charge: 0
E_HOMO: -9.821 eV
spin multiplicity: 1
SMILES string: S=[PH2]Cl

Here are the natural (NBO) charges for atoms 1 to 4, given in e: -0.34, 0.63, -0.36, 0.02

No. 2
# ClH3NOP

A cluster of 2 separate species, ClH3NOP in total (the ωB97M-V functional and the def2-TZVPD basis, OMol25).

Each atom is followed by the atoms it is bonded to, with distances in Å.
Atoms and positions in Å:
1 N -1.13808 -0.62343 0.44175  P2 1.607, H4 1.045, H5 1.018
2 P -0.25867 0.70686 0.24677  N1 1.607, O3 1.446
3 O -0.54635 1.02328 -1.13434  P2 1.446
4 H -1.30649 -1.23955 1.26852  N1 1.045
5 H -1.72116 -0.70312 -0.38880  N1 1.018
6 Cl -2.16155 -0.61632 -3.20490  H7 1.253
7 H -1.46173 0.32362 -2.76213  Cl6 1.253

Values from the calculation:
gap between HOMO and LUMO: 10.62 eV
F_max: 3.0 eV Å⁻¹
charge: 0
E_HOMO: -10.377 eV
spin multiplicity: 1
SMILES string: NP=O.Cl

Here are the natural (NBO) charges for atoms 1 to 4, given in e: -1.21, 1.47, -1.10, 0.42

No. 3
# ClH3NOP

A cluster of 2 separate species, ClH3NOP in total (the ωB97M-V functional and the def2-TZVPD basis, OMol25).

Each atom is followed by the atoms it is bonded to, with distances in Å.
Atoms and positions in Å:
1 N 0.05234 -0.65690 -0.93956  P2 1.707, H4 0.964, H5 1.041
2 P -1.36241 -0.09081 -0.17129  N1 1.707, O3 1.442
3 O -1.45239 1.34494 -0.27304  P2 1.442
4 H -0.08544 -1.57395 -1.20409  N1 0.964
5 H 1.01383 -0.27293 -1.05060  N1 1.041
6 Cl 0.94941 0.39292 2.45797  H7 1.360
7 H 0.88466 0.85671 1.18061  Cl6 1.360

Values from the calculation:
gap between HOMO and LUMO: 10.37 eV
F_max: 2.9 eV Å⁻¹
charge: 0
E_HOMO: -10.292 eV
spin multiplicity: 1
SMILES string: NP=O.Cl

Here are the natural (NBO) charges for atoms 1 to 4, given in e: -1.21, 1.44, -1.03, 0.39

No. 4
# ClH3NPS

A cluster of 2 separate species, ClH3NPS in total (the ωB97M-V functional and the def2-TZVPD basis, OMol25).

Each atom is followed by the atoms it is bonded to, with distances in Å.
Atoms and positions in Å:
1 H 0.47258 -0.53105 -1.15471  N2 1.004
2 N 0.35034 0.44766 -0.96462  H1 1.004, P3 1.526
3 P -0.57489 1.36728 -1.75613  N2 1.526, H4 1.398
4 H -0.53230 2.55859 -1.02616  P3 1.398
5 S 0.96682 -2.10198 1.14319  Cl6 2.023, H7 1.465
6 Cl 1.79693 -3.82980 1.79074  S5 2.023
7 H -0.34503 -2.17967 1.78979  S5 1.465

Values from the calculation:
gap between HOMO and LUMO: 8.77 eV
F_max: 2.4 eV Å⁻¹
charge: 0
E_HOMO: -9.163 eV
spin multiplicity: 1
SMILES string: [H]/N=P/[H].SCl

Here are the natural (NBO) charges for atoms 1 to 4, given in e: 0.39, -1.10, 0.84, -0.12

Taking the records one at a time from the top gives energy relative to the best compared isomer or geometry (same formula, charge and spin) values of 167.09 51.51 90.42 273.19 kJ/mol.